*A*
ORCA calculation (wB97M-V/def2-TZVPD) on an isolated molecule of C4H10O.

```
15
Properties=species:S:1:pos:R:3
C -0.912 -1.083 1.395
C -0.138 -0.907 0.083
C 0.010 0.549 -0.249
C 0.786 0.757 -1.538
O 0.580 1.212 0.998
H -1.910 -0.650 1.393
H -0.258 -0.490 2.074
H -0.951 -2.161 1.527
H 0.805 -1.540 -0.027
H -0.803 -1.387 -0.830
H -1.012 0.954 -0.244
H 0.384 1.705 -1.834
H 1.817 0.803 -1.194
H 0.694 0.121 -2.441
H 0.910 2.119 0.887
```

For the orbital gap, the calculation gives 11.368 eV. The SMILES is CC[C@H](C)O.

*B*
ORCA calculation (wB97M-V/def2-TZVPD) on an isolated molecule of C4H10O.

```
15
Properties=species:S:1:pos:R:3
C 1.922 0.178 -0.033
C 0.590 -0.573 -0.117
C -0.643 0.345 -0.163
C -1.921 -0.472 -0.064
O -0.663 1.261 0.919
H 1.830 1.108 0.546
H 2.304 0.453 -1.021
H 2.689 -0.408 0.480
H 0.572 -1.204 -1.016
H 0.481 -1.246 0.744
H -0.635 0.898 -1.119
H -1.972 -1.203 -0.878
H -1.937 -1.009 0.891
H -2.809 0.166 -0.109
H 0.194 1.707 0.941
```

For the orbital gap, the calculation gives 11.223 eV. The SMILES is CC[C@@H](C)O.

Most stable one: *B*, least stable one: *A*.

*A*
ORCA calculation (wB97M-V/def2-TZVPD) on a structure of composition C4H10O.

```
15
Properties=species:S:1:pos:R:3
C 1.965 -0.130 0.160
C 0.856 -0.046 -0.856
C -0.303 0.717 -0.591
C -1.667 -0.716 0.494
O -0.296 1.641 0.378
H 1.550 -0.287 1.165
H 2.589 0.773 0.210
H 2.622 -0.977 -0.060
H 1.038 -0.309 -1.894
H -0.256 -0.649 -0.322
H -1.035 0.813 -1.391
H -1.873 -1.724 0.105
H -1.374 -0.789 1.548
H -2.603 -0.147 0.425
H -1.212 1.830 0.628
```

For the orbital gap, the calculation gives 7.611 eV.

*B*
ORCA calculation (wB97M-V/def2-TZVPD) on an isolated molecule of C4H10O.

```
15
Properties=species:S:1:pos:R:3
C 2.273 0.599 0.225
C 1.146 -0.390 0.007
O 0.026 0.322 -0.466
C -1.161 -0.439 -0.576
C -2.259 0.219 0.244
H 3.157 0.094 0.626
H 1.961 1.375 0.931
H 2.544 1.084 -0.718
H 1.451 -1.166 -0.716
H 0.899 -0.904 0.951
H -0.994 -1.468 -0.229
H -1.450 -0.496 -1.635
H -3.206 -0.321 0.141
H -2.407 1.252 -0.087
H -1.980 0.238 1.303
```

For the orbital gap, the calculation gives 10.823 eV. The SMILES is CCOCC.

*C*
ORCA calculation (wB97M-V/def2-TZVPD) on a cluster of 2 separate species, C4H10O in total.

```
15
Properties=species:S:1:pos:R:3
C 1.068 0.309 0.628
C 0.205 -0.127 -0.296
C -0.309 -1.544 -0.276
C -0.086 0.694 -1.527
H 1.488 1.310 0.608
H 1.353 -0.300 1.485
H -1.348 -1.645 -0.612
H -0.231 -1.998 0.719
H 0.308 -2.130 -0.965
H 0.552 0.312 -2.333
H -1.123 0.623 -1.875
H 0.152 1.752 -1.377
O -0.681 1.312 1.991
H -0.776 0.798 1.163
H -0.571 0.634 2.667
```

For the orbital gap, the calculation gives 9.859 eV. The SMILES is C=C(C)C.O.

Most stable one: *B*, least stable one: *A*.

*A*
ORCA calculation (wB97M-V/def2-TZVPD) on a cluster of 3 separate species, C4H10O in total.

```
15
Properties=species:S:1:pos:R:3
C 0.320 -0.903 0.704
O 3.178 0.273 0.263
C 0.163 -0.343 -0.827
C -0.993 -0.398 0.159
C -1.743 0.897 0.398
H 2.620 -0.518 0.227
H 0.145 -1.277 1.742
H 4.059 -0.129 0.234
H 0.637 0.633 -0.888
H 0.323 -1.141 -1.515
H -1.365 0.597 -1.995
H -1.585 -1.297 0.114
H -2.044 1.270 -0.600
H -2.652 0.722 1.052
H -1.063 1.614 0.931
```

For the orbital gap, the calculation gives 4.711 eV.

*B*
ORCA calculation (wB97M-V/def2-TZVPD) on an isolated molecule of C4H10O.

```
15
Properties=species:S:1:pos:R:3
C 1.838 -0.132 0.262
C 0.677 -0.375 -0.703
C -0.616 0.407 -0.406
C -1.616 -0.423 0.407
O -0.280 1.605 0.279
H 1.515 -0.197 1.305
H 2.294 0.852 0.121
H 2.610 -0.893 0.100
H 1.009 -0.175 -1.730
H 0.402 -1.435 -0.666
H -1.090 0.658 -1.370
H -1.839 -1.379 -0.082
H -1.227 -0.638 1.409
H -2.568 0.110 0.517
H -1.108 2.016 0.558
```

For the orbital gap, the calculation gives 11.099 eV. The SMILES is CC[C@@H](C)O.

*C*
ORCA calculation (wB97M-V/def2-TZVPD) on a structure of composition C4H10O.

```
15
Properties=species:S:1:pos:R:3
C -1.542 -0.622 1.086
C -0.811 0.388 -0.954
C 0.420 -0.277 -0.683
C 1.744 0.451 -0.850
O 0.263 -0.484 0.912
H -1.402 -0.622 2.170
H -1.713 -1.620 0.690
H -2.325 0.068 0.805
H -1.525 -0.050 -1.645
H -0.810 1.477 -0.902
H 0.462 -1.302 -1.070
H 2.027 0.425 -1.908
H 1.642 1.499 -0.553
H 2.567 0.006 -0.278
H 0.799 -1.198 1.335
```

For the orbital gap, the calculation gives 7.646 eV.

Most stable one: *B*, least stable one: *A*.

*A*
ORCA calculation (wB97M-V/def2-TZVPD) on a cluster of 2 separate species, C4H10O in total.

```
15
Properties=species:S:1:pos:R:3
C -2.648 -0.369 0.272
C -3.016 -0.389 1.535
H -2.884 -1.150 -0.441
H -2.203 0.511 -0.149
H -3.578 -1.180 2.020
H -2.761 0.421 2.205
C 1.204 1.055 -1.331
C 1.640 -0.282 -0.741
O 2.311 -0.117 0.510
H 1.926 1.834 -1.077
H 1.153 0.930 -2.409
H 0.249 1.443 -0.976
H 2.263 -0.813 -1.430
H 0.755 -0.849 -0.477
H 3.260 -0.010 0.344
```

For the orbital gap, the calculation gives 11.248 eV. The SMILES is C=C.CCO.

*B*
ORCA calculation (wB97M-V/def2-TZVPD) on a cluster of 2 separate species, C4H10O in total.

```
15
Properties=species:S:1:pos:R:3
C -0.098 0.507 1.560
C -1.096 1.152 0.971
C -2.080 0.686 -0.068
H 0.443 1.037 2.331
H 0.051 -0.555 1.549
H -1.183 2.203 1.207
H -2.984 1.285 -0.040
H -2.227 -0.393 -0.047
H -1.561 0.874 -1.015
C 0.891 -1.004 -1.300
O 2.137 -1.055 -0.617
H 0.254 -1.762 -0.844
H 1.028 -1.233 -2.353
H 0.312 -0.109 -1.100
H 2.818 -0.824 -1.251
```

For the orbital gap, the calculation gives 10.560 eV. The SMILES is C=CC.CO.

Most stable one: *A*, least stable one: *B*.

*A*
ORCA calculation (wB97M-V/def2-TZVPD) on a cluster of 2 separate species, C4H10O in total.

```
15
Properties=species:S:1:pos:R:3
C -1.326 -1.463 -0.694
C -0.707 -0.347 -1.046
C 0.416 0.338 -0.353
C 0.689 1.753 -0.842
H -2.140 -1.910 -1.246
H -1.017 -2.109 0.121
H -1.026 0.164 -1.952
H 0.214 0.379 0.726
H 1.312 -0.299 -0.345
H -0.175 2.387 -0.632
H 1.498 2.165 -0.243
H 0.822 1.830 -1.913
O 0.347 -1.325 2.944
H 0.100 -0.417 3.215
H 0.994 -1.143 2.260
```

For the orbital gap, the calculation gives 10.423 eV. The SMILES is C=CCC.O.

*B*
ORCA calculation (wB97M-V/def2-TZVPD) on a cluster of 2 separate species, C4H10O in total.

```
15
Properties=species:S:1:pos:R:3
C 1.457 -0.594 0.231
C 0.508 0.043 0.918
C 0.594 1.464 1.386
O -0.692 -0.507 1.259
H 2.391 -0.099 -0.007
H 1.326 -1.615 -0.124
H 1.368 2.004 0.836
H -0.369 1.957 1.226
H 0.820 1.511 2.456
H -0.744 -1.397 0.884
C -1.334 -0.549 -1.812
H -0.536 -0.010 -1.302
H -1.149 -0.520 -2.886
H -1.339 -1.592 -1.478
H -2.302 -0.096 -1.586
```

For the orbital gap, the calculation gives 9.796 eV. The SMILES is C=C(C)O.C.

Most stable one: *B*, least stable one: *A*.

*A*
ORCA calculation (wB97M-V/def2-TZVPD) on a cluster of 4 separate species, C4H8Cl8 in total.

```
20
Properties=species:S:1:pos:R:3
Cl -0.539 2.180 4.910
C -0.071 1.960 3.202
Cl 1.677 2.429 3.084
H -0.167 0.909 2.952
H -0.687 2.575 2.596
Cl -4.872 -0.184 -3.368
C -4.227 -0.457 -1.754
Cl -4.320 -2.122 -1.277
H -3.168 -0.171 -1.765
H -4.750 0.176 -1.034
Cl 3.735 -0.819 1.037
C 4.170 -1.975 -0.194
Cl 3.036 -2.010 -1.548
H 5.185 -1.792 -0.570
H 4.142 -2.992 0.228
Cl -0.424 -0.537 -2.553
C 0.317 0.466 -1.295
Cl -0.954 1.245 -0.258
H 0.985 -0.129 -0.655
H 0.933 1.250 -1.740
```

For the orbital gap, the calculation gives 11.255 eV. The SMILES is ClCCl.ClCCl.ClCCl.ClCCl.

*B*
ORCA calculation (wB97M-V/def2-TZVPD) on a cluster of 4 separate species, C4H8Cl8 in total.

```
20
Properties=species:S:1:pos:R:3
Cl 5.295 1.729 1.269
C 4.452 0.555 2.373
Cl 5.244 -1.047 2.413
H 4.545 0.959 3.381
H 3.388 0.538 2.136
Cl -1.370 -0.547 -3.551
C -0.284 -1.754 -4.204
Cl 1.338 -1.071 -4.347
H -0.288 -2.567 -3.479
H -0.694 -2.091 -5.156
Cl -1.505 -0.211 -0.149
C -0.121 0.709 -0.572
Cl 1.092 0.669 0.729
H 0.278 0.254 -1.479
H -0.407 1.739 -0.782
Cl -3.392 0.389 3.758
C -4.213 0.283 2.213
Cl -4.717 1.928 1.636
H -3.527 -0.146 1.482
H -5.115 -0.318 2.330
```

For the orbital gap, the calculation gives 11.490 eV. The SMILES is ClCCl.ClCCl.ClCCl.ClCCl.

Most stable one: *A*, least stable one: *B*.

*A*
ORCA calculation (wB97M-V/def2-TZVPD) on a structure of composition C42H38F3N7O2Tl.

```
93
Properties=species:S:1:pos:R:3
Tl 0.775 1.413 -0.290
C -1.292 5.101 1.402
C -1.100 4.034 0.333
O 0.091 3.794 -0.025
C -2.220 3.431 -0.215
C -2.195 2.384 -1.157
C -3.502 1.891 -1.722
N -1.078 1.848 -1.595
N -1.208 0.891 -2.570
C -0.078 0.357 -2.964
O 1.090 0.652 -2.547
C -0.215 -0.740 -3.955
C -1.439 -1.064 -4.539
C -1.537 -2.145 -5.397
C -0.416 -2.911 -5.684
C 0.808 -2.585 -5.122
C 0.908 -1.505 -4.266
H -0.315 5.428 1.755
H -1.852 4.699 2.244
H -1.843 5.952 1.001
H -3.187 3.777 0.119
H -4.338 2.169 -1.085
H -3.448 0.809 -1.826
H -3.649 2.309 -2.717
H -2.294 -0.448 -4.306
H -2.491 -2.397 -5.845
H -0.498 -3.764 -6.344
H 1.685 -3.175 -5.354
H 1.855 -1.223 -3.829
C -2.102 0.813 1.778
N -0.753 1.307 1.695
C -0.124 1.696 2.742
C 1.208 2.165 2.665
C 2.004 2.742 3.664
C 3.191 3.117 3.053
C 3.076 2.744 1.718
N 1.899 2.168 1.481
C -2.370 -0.237 2.829
C -1.380 -1.094 3.296
C -1.672 -2.055 4.252
C -2.960 -2.183 4.747
C -3.956 -1.347 4.272
C -3.660 -0.381 3.328
H -2.330 0.389 0.792
H -2.792 1.655 1.935
H -0.596 1.681 3.735
H 1.731 2.862 4.697
H 4.028 3.607 3.516
H 3.798 2.884 0.938
H -0.377 -1.003 2.902
H -0.894 -2.721 4.604
H -3.187 -2.927 5.499
H -4.969 -1.449 4.638
H -4.439 0.274 2.964
F -4.450 -6.303 -1.638
C -3.332 -6.472 -0.898
F -2.640 -7.440 -1.541
F -3.742 -7.029 0.254
C -2.548 -5.218 -0.711
C -2.072 -4.549 -1.835
C -1.355 -3.382 -1.684
C -1.111 -2.865 -0.407
C -1.579 -3.556 0.715
C -2.291 -4.726 0.563
C -0.401 -1.653 -0.255
C 0.245 -0.642 -0.069
H -2.263 -4.947 -2.821
H -0.987 -2.851 -2.547
H -1.390 -3.157 1.699
H -2.650 -5.256 1.431
N 1.728 3.832 -2.025
C 2.484 4.628 -2.788
C 3.765 4.119 -2.747
C 3.676 3.007 -1.905
N 2.435 2.863 -1.475
H 0.778 3.947 -1.658
H 2.081 5.479 -3.301
H 4.636 4.490 -3.246
H 4.465 2.343 -1.607
N 3.109 -0.136 -0.643
C 3.705 -0.424 0.562
C 4.892 0.199 0.947
C 5.439 -0.041 2.191
C 4.819 -0.907 3.075
C 3.645 -1.538 2.697
C 3.097 -1.311 1.453
H 2.481 -0.823 -1.029
H 3.636 0.375 -1.331
H 5.376 0.886 0.267
H 6.355 0.459 2.476
H 5.248 -1.086 4.050
H 3.151 -2.214 3.381
H 2.174 -1.790 1.161
```

Its total charge is -1. For the orbital gap, the calculation gives 6.631 eV.

*B*
ORCA calculation (wB97M-V/def2-TZVPD) on a structure of composition C42H38F3N7O2Tl.

```
93
Properties=species:S:1:pos:R:3
Tl 1.338 -0.314 -0.512
C 4.495 2.333 1.731
C 3.089 1.971 1.301
O 2.867 0.711 1.127
C 2.149 2.958 1.181
C 0.786 2.796 0.765
C -0.136 3.972 0.963
N 0.321 1.714 0.212
N -1.021 1.755 -0.109
C -1.396 0.888 -1.020
O -0.653 0.078 -1.663
C -2.861 0.865 -1.314
C -3.384 -0.223 -2.006
C -4.737 -0.278 -2.306
C -5.575 0.760 -1.925
C -5.057 1.852 -1.242
C -3.706 1.904 -0.933
H 5.217 1.834 1.081
H 4.666 1.982 2.752
H 4.666 3.408 1.695
H 2.450 3.966 1.434
H 0.322 4.724 1.605
H -1.069 3.619 1.401
H -0.385 4.423 -0.001
H -2.704 -1.012 -2.303
H -5.138 -1.131 -2.840
H -6.633 0.719 -2.161
H -5.710 2.666 -0.949
H -3.281 2.742 -0.396
C 2.910 2.139 -2.366
N 2.355 0.789 -2.325
C 2.160 0.157 -3.435
C 1.633 -1.155 -3.467
C 1.341 -2.016 -4.539
C 0.856 -3.188 -3.967
C 0.872 -2.981 -2.576
N 1.349 -1.775 -2.284
C 2.074 3.106 -3.176
C 0.710 3.233 -2.917
C -0.068 4.104 -3.660
C 0.504 4.863 -4.674
C 1.859 4.742 -4.938
C 2.638 3.864 -4.194
H 3.928 2.113 -2.771
H 2.973 2.491 -1.334
H 2.404 0.636 -4.387
H 1.460 -1.792 -5.589
H 0.517 -4.076 -4.477
H 0.577 -3.664 -1.791
H 0.258 2.628 -2.141
H -1.128 4.184 -3.451
H -0.106 5.538 -5.262
H 2.311 5.326 -5.731
H 3.697 3.767 -4.409
F -4.996 -6.085 3.662
C -5.165 -5.554 2.424
F -6.344 -4.892 2.465
F -5.329 -6.594 1.582
C -4.029 -4.666 2.037
C -3.869 -3.454 2.697
C -2.805 -2.630 2.383
C -1.883 -3.012 1.404
C -2.074 -4.223 0.728
C -3.134 -5.050 1.047
C -0.759 -2.201 1.065
C 0.235 -1.571 0.770
H -4.586 -3.158 3.453
H -2.673 -1.683 2.886
H -1.376 -4.499 -0.051
H -3.272 -5.991 0.532
N 4.248 -1.559 0.792
C 5.184 -2.503 0.973
C 5.014 -3.430 -0.035
C 3.935 -2.943 -0.789
N 3.479 -1.811 -0.272
H 4.038 -0.669 1.269
H 5.886 -2.457 1.789
H 5.589 -4.323 -0.213
H 3.470 -3.365 -1.665
N 1.521 -0.539 3.549
C 0.363 -0.061 4.136
C 0.089 1.311 4.158
C -1.041 1.792 4.795
C -1.923 0.928 5.432
C -1.656 -0.434 5.418
C -0.530 -0.924 4.778
H 1.866 0.012 2.769
H 1.484 -1.516 3.306
H 0.762 1.991 3.647
H -1.238 2.857 4.794
H -2.810 1.308 5.923
H -2.340 -1.127 5.895
H -0.333 -1.991 4.759
```

Its total charge is -1. For the orbital gap, the calculation gives 6.930 eV.

Most stable one: *B*, least stable one: *A*.

*A*
ORCA calculation (wB97M-V/def2-TZVPD) on a cluster of 7 separate species, C4H22N2O8 in total.

```
36
Properties=species:S:1:pos:R:3
N 1.466 -5.215 0.216
H 1.229 -5.779 -0.588
H 1.021 -4.323 0.376
H 2.466 -5.092 0.291
H 1.096 -5.726 1.005
N 0.322 -1.480 0.614
O 0.779 -2.611 0.629
O -0.590 -1.095 1.360
O 0.745 -0.686 -0.273
C -0.707 2.201 2.508
O -1.665 2.652 1.541
H 0.212 2.464 1.984
H -0.775 2.755 3.445
H -0.726 1.127 2.692
H -1.376 2.528 0.634
C 0.856 1.702 -2.845
C 0.775 2.465 -1.469
C 0.489 3.986 -1.642
O -0.194 2.011 -0.642
H 1.645 2.075 -3.499
H -0.149 1.605 -3.255
H 1.117 0.685 -2.551
H 1.750 2.420 -0.983
H 1.343 4.410 -2.171
H 0.625 4.408 -0.647
H -0.502 4.153 -2.063
H 0.055 1.120 -0.387
O -3.159 -0.526 0.961
H -2.215 -0.593 1.100
H -3.362 0.395 1.126
O -1.138 -1.145 -2.766
H -1.890 -0.580 -2.589
H -0.629 -1.129 -1.955
O 0.555 -3.213 3.585
H 0.922 -2.876 2.768
H -0.391 -3.097 3.489
```

As for the expectation value of S²: 0.75. The spin multiplicity is 2. Its total charge is +1. For the orbital gap (alpha / beta), the calculation gives 10.083 / 4.031 eV.

*B*
ORCA calculation (wB97M-V/def2-TZVPD) on a cluster of 7 separate species, C4H22N2O8 in total.

```
36
Properties=species:S:1:pos:R:3
C 1.016 -0.703 -0.994
C 2.356 0.114 -0.967
C 2.929 0.165 -2.397
N 2.598 1.373 -3.080
N 0.337 -0.663 0.223
C -0.891 0.004 0.449
O -1.217 0.781 -0.556
O -1.497 -0.149 1.477
H 1.281 -1.732 -1.249
H 0.443 -0.400 -1.849
H 3.051 -0.329 -0.273
H 2.054 1.062 -0.534
H 3.997 0.005 -2.463
H 2.454 -0.641 -2.973
H 3.284 2.103 -2.920
H 1.678 1.785 -2.914
H 0.668 -1.280 0.951
H -1.967 1.443 -0.224
H -0.302 -1.430 3.257
H -0.033 -2.943 3.064
O 0.386 -2.076 3.064
H -3.045 2.359 1.233
H -3.765 1.804 -0.109
O -3.041 2.315 0.270
H -4.533 -3.171 -0.374
H -4.335 -2.146 0.725
O -4.918 -2.861 0.456
H 4.113 -2.242 2.739
H 4.244 -0.676 2.583
O 4.722 -1.516 2.545
H -2.742 0.591 -2.822
H -2.355 1.713 -3.742
O -3.047 1.452 -3.126
H 1.364 2.291 1.051
H 1.279 0.877 1.649
O 1.353 1.808 1.886
```

As for the expectation value of S²: 0.76. The spin multiplicity is 2. Its total charge is +1. For the orbital gap (alpha / beta), the calculation gives 10.521 / 4.412 eV.

Most stable one: *B*, least stable one: *A*.